Here is a 23-piece molecular cluster, C78H211N9O23 overall from OMol25. Energies are from ωB97M-V with the def2-TZVPD basis set.

Computed properties:
total energy	-5321.44677	a.u.
spin multiplicity	1

Each line ends with the Mulliken charge.
Element x y z (Å)
C -3.84713 3.60446 5.28139  -0.643
C -4.81163 2.72385 4.43908  0.638
C -6.08165 3.44321 4.06337  -1.606
O -4.13021 2.14535 3.34978  0.649
H -2.93573 3.07178 5.60801  -0.173
H -4.41667 3.93361 6.15262  0.495
H -3.59594 4.53235 4.80115  -0.006
H -5.11677 1.90242 5.06965  0.369
H -5.95978 4.53391 3.84736  0.287
H -6.83577 3.41145 4.88276  0.382
H -6.53368 2.89454 3.22544  0.280
H -3.63488 2.88858 2.97312  -0.569
C -6.81924 1.48918 -0.34356  -1.618
C -5.98229 1.15951 -1.58999  2.427
C -4.83355 0.23544 -1.26254  0.314
O -6.88719 0.58032 -2.43823  -0.570
H -7.44440 0.61943 -0.19958  0.470
H -7.38514 2.39509 -0.50600  0.363
H -6.26303 1.65748 0.58869  0.003
H -5.55574 2.15718 -1.98444  -1.229
H -4.23528 0.83437 -0.62508  -0.374
H -4.22173 -0.07785 -2.10543  0.265
H -5.21037 -0.63332 -0.73613  -0.243
H -6.43523 0.33267 -3.27050  0.457
C 6.84274 -0.10056 -2.19982  -0.805
C 6.94188 -1.29024 -3.17296  1.092
C 7.94371 -2.26558 -2.78309  -1.803
O 5.71654 -1.97909 -3.30305  -0.264
H 7.83415 0.20632 -1.90446  0.513
H 6.24379 -0.29587 -1.27144  -0.002
H 6.37922 0.79423 -2.68524  0.156
H 7.13989 -0.96672 -4.18310  -0.110
H 7.87889 -3.11479 -3.48545  0.381
H 7.83113 -2.57767 -1.71238  0.210
H 8.89953 -1.88112 -3.01486  0.544
H 4.98680 -1.39062 -3.61241  -0.039
C 0.62485 -2.67038 -3.74118  -0.262
C 1.37400 -2.75519 -5.04446  0.462
C 0.70759 -1.89556 -6.05081  -1.540
O 2.75426 -2.36703 -5.02830  -0.466
H 0.62439 -1.67761 -3.29129  0.136
H 1.03760 -3.37846 -3.03823  -0.161
H -0.42227 -2.90358 -3.93623  0.162
H 1.31191 -3.82034 -5.28013  0.205
H 0.71017 -0.85871 -5.78326  0.247
H -0.39428 -2.17317 -6.01177  0.318
H 1.11877 -1.95486 -7.04942  0.490
H 3.24555 -2.96971 -4.33950  0.235
C -3.77253 -2.83447 -3.58184  -0.977
C -3.76482 -4.00804 -2.60372  1.016
C -2.59530 -4.88588 -2.75023  -1.461
O -3.87482 -3.28966 -1.37782  0.951
H -3.70631 -3.18838 -4.63628  0.476
H -2.88741 -2.22176 -3.42339  0.273
H -4.74389 -2.29468 -3.36534  -0.218
H -4.66575 -4.60709 -2.68276  0.307
H -2.76690 -5.84558 -2.36369  0.366
H -1.67423 -4.58676 -2.28150  0.005
H -2.35578 -5.01629 -3.85880  0.363
H -3.77257 -3.81782 -0.58489  -0.602
C -5.49599 -2.11847 2.56308  -0.441
C -5.19646 -1.09418 3.63701  1.077
C -5.32467 -1.71344 4.97423  -1.722
O -3.85953 -0.55425 3.53056  0.285
H -6.56820 -2.37520 2.46957  0.521
H -4.82803 -2.98696 2.64547  -0.282
H -5.24870 -1.60427 1.57717  -0.413
H -5.96026 -0.24016 3.55478  0.352
H -5.01220 -1.01065 5.74408  0.334
H -4.58337 -2.50507 5.08784  0.109
H -6.27847 -2.16500 5.15140  0.480
H -3.85551 0.30601 3.00135  -0.332
C -0.84076 3.30661 -8.10314  -1.468
C -0.26078 2.27812 -7.07022  0.810
C 1.18869 1.86103 -7.42762  -1.196
O -0.22875 2.76320 -5.66806  -0.309
H -0.25885 4.25537 -8.04010  0.314
H -1.90412 3.55489 -8.02370  0.333
H -0.71877 2.82999 -9.03248  0.448
H -0.97069 1.38665 -7.05336  -0.046
H 1.62180 1.42897 -6.56812  -0.023
H 1.71825 2.75004 -7.71870  0.469
H 1.19656 1.21747 -8.30302  0.489
H 0.56629 3.28027 -5.51330  0.200
C 4.38110 2.66343 4.92213  -1.197
C 2.92208 2.22133 4.89932  -0.185
C 2.33488 2.88918 3.64730  0.878
O 2.81457 0.80540 4.62881  1.730
H 4.79305 2.48696 3.87654  0.073
H 5.08959 2.22219 5.63016  0.287
H 4.34516 3.74069 5.08137  0.489
H 2.29714 2.44570 5.70644  0.793
H 1.30074 2.56204 3.49255  -1.034
H 2.99758 2.50763 2.82869  -0.786
H 2.39085 3.94349 3.75730  0.489
H 1.96645 0.62740 4.26943  -1.119
C 6.16870 4.69372 1.82760  -0.958
C 6.21288 3.55018 0.76069  0.790
C 7.67094 2.93328 0.58690  -1.179
O 5.24926 2.48111 1.02172  0.278
H 6.74130 4.44404 2.75607  0.315
H 5.15837 4.91533 2.18463  -0.154
H 6.73112 5.60184 1.41645  0.376
H 5.83056 3.98655 -0.22704  0.162
H 7.57566 2.06745 -0.11519  0.075
H 8.10460 2.48820 1.58343  0.222
H 8.38454 3.65216 0.25383  0.492
H 5.68332 1.83685 1.57956  -0.415
C -5.11470 -6.12378 1.89410  -1.646
C -3.69492 -5.94141 1.61513  1.354
C -3.22439 -6.90616 0.54084  -1.524
O -3.41459 -4.55064 1.20653  -0.056
H -5.64105 -5.96897 0.97476  0.198
H -5.22970 -5.48003 2.74784  0.432
H -5.26834 -7.18502 2.16455  0.414
H -3.15845 -6.18930 2.57143  -0.055
H -3.34553 -7.90768 0.87651  0.542
H -2.15104 -6.73869 0.22208  0.189
H -3.87650 -6.79219 -0.31038  0.247
H -2.84761 -4.10831 1.89221  -0.340
C -1.62121 -1.19701 6.73342  -1.678
C -0.65841 -0.65108 5.74301  2.695
C -0.56139 0.85940 5.82013  -0.606
O 0.62432 -1.28186 5.90229  -0.772
H -2.65574 -0.93841 6.38033  -0.103
H -1.48550 -0.67292 7.71365  0.494
H -1.48271 -2.21986 6.94973  0.499
H -1.02663 -0.84853 4.71658  -1.282
H -0.15104 1.14717 4.84123  -0.372
H 0.16421 1.23268 6.55069  0.307
H -1.51433 1.40882 5.89907  0.344
H 1.30490 -0.91447 5.36343  -0.048
C 4.92572 -0.59402 8.44112  -1.505
C 4.90073 -1.43561 7.20134  0.530
C 3.56940 -2.11933 7.06772  -0.905
O 5.27147 -0.61563 6.08326  -0.366
H 4.16314 0.16584 8.50026  0.271
H 5.92515 -0.03803 8.64209  0.286
H 4.72941 -1.31089 9.25698  0.453
H 5.68153 -2.20166 7.20935  0.395
H 3.48316 -2.86781 6.26524  0.035
H 2.78340 -1.44401 6.83802  0.035
H 3.35544 -2.55358 8.03964  0.496
H 4.50075 -0.14094 5.72860  -0.019
C 2.66837 1.60655 -1.53417  -0.409
C 2.71389 3.12621 -1.30298  0.513
C 1.55348 3.78904 -2.00216  -1.524
O 2.58730 3.37107 0.13715  1.907
H 3.68294 1.20375 -1.48996  0.642
H 2.39535 1.25434 -2.54228  -0.319
H 1.90332 1.17931 -0.90501  -0.466
H 3.63958 3.54032 -1.70400  0.370
H 1.35758 4.83081 -1.62331  0.247
H 0.54978 3.37855 -1.95862  0.094
H 1.77193 3.84787 -3.05428  0.353
H 3.23637 2.85966 0.61622  -1.327
C -6.31114 -0.33420 -7.50011  -1.852
C -5.49957 -0.64040 -6.22281  1.069
C -4.36997 0.35359 -6.19786  -1.547
O -6.20224 -0.44915 -5.00695  -0.492
H -5.67118 -0.15416 -8.29143  0.457
H -6.97767 0.49246 -7.36323  0.418
H -7.01795 -1.11413 -7.78745  0.420
H -5.24411 -1.67868 -6.36604  0.172
H -3.61577 0.07167 -6.94168  0.337
H -3.81366 0.37342 -5.25844  0.430
H -4.85383 1.24982 -6.42562  0.430
H -6.84644 -1.13429 -4.85798  0.062
C -1.09584 2.14201 1.68581  -0.402
C -1.97078 2.78322 0.64141  2.024
C -1.86689 4.32803 0.94735  -1.520
O -2.46464 4.60797 2.18650  0.674
C -2.71316 5.98697 2.36812  -1.052
N -1.58156 2.55570 -0.70793  0.161
H -0.08981 2.62515 1.70201  -0.619
H -0.95083 1.02541 1.56124  -0.645
H -1.50865 2.38595 2.66659  0.705
H -3.05209 2.50597 0.80626  -0.060
H -2.35611 4.82309 0.12394  0.625
H -0.84213 4.71678 0.85492  -0.032
H -3.29904 6.20559 3.27168  0.314
H -3.37721 6.33948 1.58164  0.240
H -1.84094 6.60469 2.33432  0.166
H -1.75317 3.30950 -1.39123  -0.422
H -0.57101 2.31647 -0.56125  -0.497
C 4.31747 2.89649 -5.18020  -0.760
C 4.48871 1.40622 -5.62426  0.611
C 5.92104 1.21649 -6.10319  -0.521
O 6.06247 1.98259 -7.31399  -0.349
C 7.16191 1.65323 -8.18672  -0.791
N 4.14081 0.41071 -4.53941  0.522
H 4.22803 3.63214 -6.01393  0.348
H 5.25243 3.18754 -4.63636  0.361
H 3.54256 2.93624 -4.42254  -0.257
H 3.87097 1.13541 -6.54887  -0.049
H 6.17087 0.12572 -6.26720  0.405
H 6.66238 1.65392 -5.34201  0.285
H 6.91087 1.95057 -9.16685  0.267
H 7.34735 0.56517 -8.09505  0.312
H 8.02887 2.13978 -7.81635  0.297
H 3.79220 -0.46959 -5.03571  0.342
H 3.28779 0.76533 -4.10283  -0.628
C -8.96571 -4.28172 -4.23200  -1.560
C -8.62837 -3.06173 -3.38778  0.303
C -7.28469 -3.25762 -2.69518  -0.230
O -7.36753 -4.41583 -1.81911  -0.416
C -7.96313 -4.09858 -0.56658  -0.462
N -8.41208 -1.89266 -4.24292  -0.574
H -10.00375 -4.10405 -4.47284  0.452
H -8.85148 -5.15400 -3.60349  0.361
H -8.36780 -4.32385 -5.15624  0.280
H -9.45245 -2.86652 -2.69109  0.347
H -6.91334 -2.45367 -2.10615  0.467
H -6.53568 -3.48606 -3.47947  -0.176
H -8.72004 -4.85228 -0.27970  0.350
H -8.47535 -3.12959 -0.48178  0.347
H -7.22146 -4.13124 0.20647  -0.144
H -9.10089 -1.81796 -4.98815  0.231
H -8.51393 -1.03859 -3.68974  0.113
C 2.81762 -3.44786 -0.83100  -0.169
C 3.90173 -4.23253 -1.49293  0.490
C 4.02213 -5.63684 -0.95467  -0.602
O 5.10233 -6.28598 -1.62258  -0.508
C 6.37327 -5.82140 -1.13372  -0.306
N 3.72714 -4.29433 -2.95245  -0.101
H 2.55107 -2.61456 -1.53455  -0.241
H 3.15164 -3.13429 0.15309  -0.537
H 1.87335 -3.94808 -0.74207  0.164
H 4.84007 -3.70401 -1.34654  -0.028
H 3.09470 -6.24350 -1.12667  0.350
H 4.16670 -5.57400 0.12393  0.268
H 6.63057 -4.94487 -1.75398  0.099
H 7.15817 -6.61838 -1.20488  0.292
H 6.31179 -5.53000 -0.06829  0.043
H 4.69117 -4.46898 -3.34024  0.311
H 3.31372 -5.26830 -3.13596  0.342
C -2.05305 -4.41818 5.22862  -1.515
C -1.05682 -3.74684 4.35251  2.431
C -0.07958 -4.73755 3.78438  -1.733
O 0.84938 -4.03809 3.00929  0.588
C 1.40143 -4.86267 2.01312  -0.348
N -1.77485 -3.18092 3.19620  1.854
H -2.76489 -3.63263 5.67109  0.052
H -1.67229 -4.92298 6.10676  0.458
H -2.64866 -5.13593 4.66552  0.049
H -0.44707 -2.94880 4.82969  -0.653
H -0.67473 -5.38182 3.08756  0.316
H 0.39218 -5.30030 4.53882  0.508
H 1.70942 -5.85504 2.45319  0.518
H 2.30476 -4.45091 1.51431  -1.048
H 0.69641 -5.13744 1.25094  0.428
H -1.11259 -2.72436 2.56446  -0.532
H -2.43267 -2.47896 3.51306  -1.037
C 2.82322 -0.71480 1.43408  0.002
C 1.34275 -0.43709 1.44512  -0.060
C 0.61766 -1.47553 0.53335  0.141
O -0.73585 -1.10092 0.51140  0.048
C -1.54182 -2.04950 -0.19020  -0.926
N 0.80864 -0.50534 2.83778  2.263
H 3.21866 -0.62494 0.45226  0.469
H 3.14577 -1.66325 1.87456  -0.286
H 3.40656 0.12235 1.89187  -1.138
H 1.13609 0.56743 1.17459  -0.706
H 0.68738 -2.49061 0.89925  -0.330
H 1.05246 -1.41182 -0.43784  0.890
H -2.55992 -1.79969 -0.11055  0.631
H -1.48505 -3.08644 0.17526  -0.078
H -1.23990 -2.10274 -1.20486  0.212
H -0.20616 -0.17142 2.87052  -0.514
H 0.75914 -1.52177 3.11356  -0.186
C 2.48553 8.29419 2.60972  -1.728
C 2.46002 6.80142 2.37970  1.227
C 1.19534 6.19767 2.88959  0.381
O 1.26502 6.20874 4.32925  -0.480
C 0.15512 5.57350 4.93857  -0.358
N 2.38672 6.58469 0.93148  -0.582
H 3.57423 8.54385 2.49755  0.387
H 2.16708 8.76755 3.52937  0.340
H 1.91458 8.83133 1.88754  0.399
H 3.35242 6.27002 2.75561  -0.313
H 1.10803 5.19945 2.56138  -0.568
H 0.37265 6.75728 2.47662  0.254
H -0.75049 6.00888 4.54931  0.205
H 0.15699 5.78290 6.00862  0.376
H 0.13518 4.47247 4.74028  -0.044
H 2.45250 5.63394 0.58792  0.035
H 3.00043 7.14560 0.43915  0.267
C -2.19830 5.02290 -3.33009  -1.678
C -3.37888 4.10304 -3.42388  1.196
C -4.60103 4.79255 -2.73850  -1.209
O -4.47717 4.66433 -1.31364  0.205
C -5.55186 5.27477 -0.62118  -0.723
N -3.72140 3.99487 -4.86447  -0.664
H -1.78457 5.29993 -2.39665  0.426
H -2.45720 5.98843 -3.77057  0.476
H -1.40881 4.63337 -3.96329  0.072
H -3.16873 3.23007 -2.87182  0.067
H -5.57183 4.28280 -2.99116  0.416
H -4.68031 5.81894 -3.05330  0.469
H -5.36150 5.10937 0.41865  0.112
H -6.49649 4.73822 -0.88554  0.235
H -5.81608 6.28796 -0.87703  0.280
H -2.89605 3.76394 -5.46659  0.237
H -4.52139 3.40030 -5.05434  0.237
C 7.92464 -1.24022 3.01382  -1.874
C 6.39689 -1.05444 2.78427  0.216
C 5.62343 -2.17433 3.42086  0.592
O 5.64210 -3.29349 2.53894  -0.261
C 4.87156 -4.30880 3.10097  -1.087
N 6.07399 0.31462 3.33563  0.096
H 8.29376 -2.07890 2.51947  0.468
H 8.17382 -1.46309 4.06939  0.344
H 8.42867 -0.34429 2.68765  0.434
H 6.13541 -1.00504 1.77041  0.174
H 4.56691 -1.71593 3.51253  -0.535
H 6.00278 -2.44145 4.40009  0.473
H 4.89661 -4.38279 4.21881  0.329
H 5.14783 -5.26157 2.70332  0.388
H 3.78500 -4.21048 2.88519  0.357
H 6.41092 0.35927 4.34548  0.375
H 5.10293 0.45626 3.43750  -0.724

Atomic forces in eV per Å
-0.83 -0.65 0.39
0.76 0.40 1.40
-1.04 0.72 0.01
0.18 0.74 -0.59
-0.50 0.23 -0.25
0.14 -0.18 0.30
0.36 0.28 -0.67
0.07 -0.54 0.19
0.11 -0.88 -0.25
0.61 -0.08 -0.33
0.06 0.45 0.02
0.17 -0.16 -0.46
0.85 0.05 0.22
1.05 1.80 1.03
-0.44 0.23 -0.15
-0.91 -0.70 -2.09
-0.50 -0.06 0.21
-0.53 0.03 -0.15
0.28 -0.12 -0.34
-0.53 -1.29 0.23
1.11 0.20 0.88
-0.14 0.01 -0.22
0.05 -0.33 0.12
-0.21 0.12 0.23
-0.86 0.73 -0.22
-1.91 1.46 -0.06
0.25 -2.05 0.49
-1.62 -0.41 0.21
0.45 0.09 0.22
0.52 -0.25 -0.84
0.18 -0.77 0.27
0.63 0.74 -0.35
-0.24 -0.09 0.61
0.28 0.12 -0.94
1.34 0.61 0.41
1.03 -0.11 0.36
-0.03 0.40 0.48
0.76 -0.12 0.18
-2.21 -0.44 -0.52
0.93 -1.31 1.92
0.22 0.20 -0.01
-0.03 -0.19 0.35
-0.02 -0.24 0.10
0.08 -0.08 -0.64
0.29 0.73 0.49
1.18 0.25 -0.63
-0.01 -0.32 -0.26
-1.23 1.17 -1.26
-1.14 -0.60 -0.70
-0.79 1.86 0.41
1.54 -0.42 -2.08
0.12 0.23 0.16
-0.39 0.25 0.55
-0.12 0.27 0.28
1.41 -0.14 -0.64
-0.34 -0.19 -0.45
-0.42 -1.53 0.52
0.34 0.80 0.26
-0.31 0.07 1.30
0.07 -0.66 0.41
0.46 1.15 -2.08
-0.85 1.47 -0.63
1.32 -0.13 1.07
-0.37 0.63 -0.86
0.54 -0.13 0.44
-0.44 0.11 -0.01
-0.21 -0.81 0.91
1.01 -0.93 0.02
-0.55 0.23 0.24
0.07 -0.30 -0.27
-0.70 0.02 0.19
-0.25 -1.49 1.15
0.70 0.40 2.06
-0.51 -0.01 0.72
-2.00 0.70 -0.97
-0.83 -0.39 -1.22
-0.33 -0.65 -0.26
0.17 -0.21 0.47
0.31 -0.31 -1.52
1.02 1.00 0.19
0.64 -0.76 0.73
0.51 0.52 0.04
0.11 -0.35 0.10
0.13 0.07 -0.29
0.20 -0.12 -0.85
0.44 -0.85 -2.86
0.58 -1.41 -0.07
2.32 0.23 1.51
-0.38 0.30 1.31
-0.46 -0.13 0.14
0.30 0.10 0.04
-0.45 0.55 1.83
0.12 0.14 -0.11
-0.85 0.61 0.29
-0.01 1.04 -0.20
-1.47 -0.45 -1.12
1.48 -0.02 0.01
0.12 0.13 -0.39
-1.42 -1.57 1.57
0.49 1.10 -0.30
-0.34 -0.23 -0.71
0.05 0.19 -0.55
-1.14 -1.03 0.42
0.77 -0.56 1.21
0.29 0.82 0.36
-1.13 0.90 -1.61
0.39 0.55 -0.47
0.30 -0.50 0.63
-0.04 -1.12 0.52
2.83 0.39 -0.09
1.32 1.15 -0.40
-0.05 -1.23 0.61
-0.94 0.71 -0.16
-1.44 0.36 0.13
-0.11 0.49 0.17
0.01 0.53 -0.75
0.05 -0.95 0.38
-1.20 -0.14 0.39
-0.11 0.12 -0.61
-0.22 -0.34 -0.19
-1.07 1.79 1.17
0.48 0.37 -1.02
0.62 0.83 -1.02
-1.30 -0.62 1.26
0.84 -0.55 0.35
-0.07 -0.30 -0.64
-0.06 -1.31 -0.12
0.01 -0.26 0.40
0.00 0.35 0.14
-0.30 -0.28 0.27
0.23 -0.56 0.19
0.51 0.78 -0.86
1.83 0.06 1.66
0.53 0.73 -1.04
0.05 -0.70 -0.36
-0.25 -0.03 -0.42
-0.51 0.19 -0.36
-1.51 -1.20 -0.50
0.26 0.56 0.18
0.08 0.10 0.34
0.48 -0.02 0.35
-0.68 0.97 0.11
-0.28 -0.39 -0.06
-0.09 -0.24 0.19
0.71 0.14 -1.18
-1.15 -1.04 0.84
-0.65 1.98 0.39
-0.56 0.54 -1.42
-0.16 -0.36 0.96
-0.33 0.84 0.05
0.18 -0.35 0.59
0.16 0.11 0.23
0.63 -0.69 -0.37
0.20 -0.88 0.40
0.22 0.19 -0.56
0.78 -0.32 0.09
-1.84 -0.85 1.82
-0.72 0.27 -0.58
1.43 -2.08 0.22
0.74 0.87 -0.34
1.32 0.38 -1.71
-0.05 1.02 0.24
0.28 -0.47 0.08
0.76 -0.50 0.55
-0.25 0.37 -0.23
-0.39 0.14 0.15
-0.13 1.91 -0.24
-0.95 -1.01 0.05
0.98 -1.22 0.16
-1.45 2.46 1.28
-0.18 -0.95 -0.92
-0.09 0.38 0.75
-1.43 0.00 -0.26
2.04 -1.24 -0.16
-0.45 -0.34 -0.34
-0.50 1.31 0.06
-0.06 -0.37 0.04
0.84 0.17 -0.14
-0.89 0.43 -0.23
0.28 -0.42 0.52
0.53 -0.54 0.14
-0.05 0.08 -0.49
0.84 0.21 0.13
0.35 -0.49 0.93
-1.10 0.50 -1.40
1.15 -0.64 0.13
-0.51 -0.38 -1.01
1.59 0.19 0.07
-0.29 -0.46 -0.19
-0.99 -1.42 2.48
-0.52 -0.32 -1.54
-0.32 -0.81 0.62
-0.63 -0.21 -0.35
-0.53 0.42 -0.19
0.55 0.81 1.11
-0.27 0.97 0.05
-0.89 -0.83 -0.71
-0.26 0.29 -1.05
-0.07 0.34 -0.50
1.07 0.64 0.07
0.53 1.35 0.84
0.30 -0.17 -0.01
-0.14 0.96 0.20
1.04 0.47 -0.33
-0.27 -2.17 0.17
-0.24 0.79 -0.16
-0.64 -0.53 0.20
-0.49 0.71 -0.21
-0.45 -0.60 -0.50
-0.04 -0.37 -0.18
-0.08 -0.08 0.44
0.21 -0.22 0.21
0.09 1.15 0.30
-0.40 -0.01 0.43
0.26 0.11 -0.43
0.25 -0.02 -0.52
0.66 0.11 0.48
0.00 -0.16 0.13
0.09 -0.16 -0.07
-0.28 1.22 -1.07
-0.08 -0.20 -0.55
0.01 -0.27 -0.27
0.28 -0.59 1.17
0.02 -0.08 -0.29
0.65 -2.40 -1.30
0.62 -0.21 1.04
-0.15 0.41 -0.04
-0.49 -0.80 0.17
0.11 0.10 0.24
0.68 0.52 -0.09
0.24 -0.29 0.30
0.44 -0.27 0.46
-0.88 0.60 -0.26
-0.03 0.00 -0.42
-1.17 0.54 0.38
0.32 1.85 0.07
-1.78 1.18 1.42
0.80 0.70 -0.79
-1.64 0.17 -1.48
0.98 0.53 -0.70
1.34 -1.42 0.43
-0.02 0.00 -0.24
0.81 -1.11 -0.79
0.53 -0.15 0.09
-0.05 0.02 -0.11
-0.49 -0.63 0.25
0.36 -0.03 0.63
0.74 -0.93 1.01
-0.05 0.80 -0.19
-0.84 0.16 0.66
-0.74 0.16 -0.55
-0.26 0.02 0.23
-0.08 0.37 -0.09
1.04 1.41 0.80
-0.61 -2.22 1.23
-0.30 1.89 1.00
-0.69 -0.64 -0.03
0.95 -0.33 0.84
-1.39 -0.81 0.46
0.11 -0.50 -1.30
-0.29 0.12 0.02
-0.64 -0.65 0.41
-0.07 0.86 -0.94
0.43 -0.41 0.36
0.29 -0.08 -1.10
-1.11 0.76 0.00
0.42 0.17 0.43
0.17 0.16 -1.30
1.84 -0.70 -0.35
0.13 1.23 -0.25
2.46 0.56 0.19
-0.40 -0.62 -1.01
0.61 0.28 1.89
-0.32 -0.08 -0.28
0.23 -0.32 -0.33
-1.50 -0.71 0.43
-0.91 0.45 -0.06
-0.02 -0.84 0.73
-0.34 0.09 -1.05
-0.37 0.40 0.55
-0.21 -1.46 -0.54
-0.61 0.42 0.13
-0.66 0.05 -0.25
0.32 -0.17 -0.03
0.05 0.66 0.19
0.14 -0.20 0.49
1.47 1.32 -1.11
0.31 0.82 -1.65
-1.66 2.19 -0.51
-0.51 -1.86 0.44
0.28 0.98 -0.54
-1.05 -1.76 -0.92
1.02 -0.12 0.08
0.18 -0.33 1.40
-0.17 0.00 -0.21
0.41 -0.18 0.00
0.03 -1.66 0.27
0.72 0.27 -0.23
0.08 0.63 -0.08
0.05 0.26 0.67
0.42 -0.02 0.28
0.74 0.80 -0.08
-1.16 0.01 0.96
0.39 -0.13 0.07
-1.26 0.79 0.77
1.68 1.26 2.50
-1.85 1.26 -0.79
0.01 0.31 0.77
-1.57 -0.45 0.84
2.02 -0.78 1.27
0.59 -1.40 -1.29
-0.44 0.55 -0.23
0.37 0.20 -0.06
-0.12 -0.16 -1.67
1.09 -1.22 0.22
-0.02 -0.06 0.26
0.48 0.24 -0.71
0.50 -0.63 -0.36
0.49 0.35 0.00
-0.39 -0.14 -1.74
-1.58 -0.13 -0.06